Version i
The following is a DFT calculation (ωB97M-V with the def2-TZVPD basis set) of C5H15NSi in the gas phase.

Last columns: bonded neighbours and bond lengths (Å).
Cartesian coordinates (Å):
1 C -1.78190 1.06095 -0.52423  N2 1.472, H8 1.006, H9 1.100, H10 1.155
2 N -1.08660 -0.12570 -0.00018  C1 1.472, C3 1.438, Si4 1.717
3 C -2.06645 -0.93773 0.67033  N2 1.438, H11 1.117, H12 1.102, H13 1.073
4 Si 0.63005 -0.07583 0.00704  N2 1.717, C5 1.950, C6 1.907, C7 1.897
5 C 1.34669 -1.78800 0.60571  Si4 1.950, H14 1.015, H15 0.996, H16 1.082
6 C 1.22879 1.25911 1.23032  Si4 1.907, H17 1.006, H18 1.019, H19 1.110
7 C 1.29581 0.58439 -1.64188  Si4 1.897, H20 1.069, H21 1.068, H22 1.194
8 H -1.17893 1.71528 -0.99350  C1 1.006
9 H -2.60623 0.89078 -1.23268  C1 1.100
10 H -2.28196 1.72496 0.27733  C1 1.155
11 H -2.84628 -1.40539 0.02153  C3 1.117
12 H -1.53111 -1.79211 1.11428  C3 1.102
13 H -2.66783 -0.37720 1.35919  C3 1.073
14 H 1.12042 -2.60708 0.05128  C5 1.015
15 H 2.32291 -1.63028 0.72232  C5 0.996
16 H 1.06550 -1.89853 1.64459  C5 1.082
17 H 0.81966 2.15830 1.04145  C6 1.006
18 H 0.82926 1.11878 2.15685  C6 1.019
19 H 2.33800 1.28920 1.19513  C6 1.110
20 H 1.03939 1.62027 -1.57958  C7 1.069
21 H 2.35310 0.50210 -1.76998  C7 1.068
22 H 0.84093 0.08702 -2.62737  C7 1.194

Output
M = 117.27 g mol⁻¹
Kohn-Sham gap = 9.3 eV

Version ii
The following is a DFT calculation (ωB97M-V with the def2-TZVPD basis set) of 2 unconnected molecules or ions with the total composition C5H15NSi.

Last columns: bonded neighbours and bond lengths (Å).
Cartesian coordinates (Å):
1 C 0.46938 -2.32629 0.37187  C4 1.609, H8 1.127, H9 1.030, H10 1.125
2 C -0.62382 2.72391 -0.04138  Si7 1.944, H11 1.033, H12 1.088, H13 1.092
3 C 1.47076 1.08748 -1.72977  Si7 1.850, H14 1.177, H15 1.023, H16 1.122
4 C -0.13685 -2.16517 1.85355  C1 1.609, C5 1.441, H17 1.100, H18 1.082
5 C 0.05214 -0.83724 2.38097  C4 1.441, H19 1.083, H20 1.126
6 N -1.54767 0.34507 -1.80907  Si7 1.789, H21 1.061, H22 1.041
7 Si -0.17625 1.03240 -0.88817  C2 1.944, C3 1.850, N6 1.789
8 H 0.25092 -1.32746 -0.10283  C1 1.127
9 H 1.48396 -2.49653 0.41185  C1 1.030
10 H 0.11351 -3.25077 -0.16065  C1 1.125
11 H -1.20556 2.52343 0.78872  C2 1.033
12 H 0.21480 3.27988 0.37332  C2 1.088
13 H -1.22123 3.39760 -0.65883  C2 1.092
14 H 1.67699 0.87142 -2.86817  C3 1.177
15 H 1.95212 1.98406 -1.62535  C3 1.023
16 H 2.20686 0.39452 -1.24343  C3 1.122
17 H -1.19520 -2.46373 1.81673  C4 1.100
18 H 0.24475 -2.97297 2.46444  C4 1.082
19 H 0.98194 -0.28191 2.39978  C5 1.083
20 H -0.86520 -0.19642 2.25293  C5 1.126
21 H -2.29755 -0.27644 -1.38890  N6 1.061
22 H -1.84878 0.95517 -2.59759  N6 1.041

Output
M = 117.27 g mol⁻¹
Kohn-Sham gap (alpha / beta) = 8.1 / 7.2 eV

Version iii
The following is a DFT calculation (ωB97M-V with the def2-TZVPD basis set) of C5H15NSi in the gas phase.

Last columns: bonded neighbours and bond lengths (Å).
Cartesian coordinates (Å):
1 C 2.02025 -0.67452 -0.56687  C2 1.579, H8 1.114, H9 1.008, H10 1.086
2 C 0.79639 -0.79000 0.42337  C1 1.579, C3 1.512, Si4 1.981, H11 1.135
3 C 0.21085 -2.17683 0.56010  C2 1.512, H12 1.134, H13 1.019, H14 1.027
4 Si -0.57339 0.60712 0.11170  C2 1.981, C5 1.901, C6 1.904, N7 1.819
5 C -0.11688 2.10917 1.18344  Si4 1.901, H15 1.024, H16 1.064, H17 1.116
6 C -0.63055 0.75755 -1.78588  Si4 1.904, H18 1.202, H19 1.181, H20 1.081
7 N -2.24523 0.16357 0.67317  Si4 1.819, H21 0.999, H22 0.998
8 H 1.60870 -0.69156 -1.60148  C1 1.114
9 H 2.59196 0.11339 -0.30598  C1 1.008
10 H 2.66432 -1.54928 -0.57525  C1 1.086
11 H 1.22017 -0.43171 1.41391  C2 1.135
12 H -0.39053 -2.39092 -0.37735  C3 1.134
13 H -0.49843 -2.21530 1.29032  C3 1.019
14 H 0.86567 -2.96793 0.55830  C3 1.027
15 H -0.97478 2.55766 1.51612  C5 1.024
16 H 0.53884 1.82703 1.97230  C5 1.064
17 H 0.50283 2.88425 0.67392  C5 1.116
18 H -1.38767 1.67936 -1.93606  C6 1.202
19 H 0.46086 0.99217 -2.17238  C6 1.181
20 H -1.07118 -0.05950 -2.34021  C6 1.081
21 H -2.72655 -0.55300 0.17063  N7 0.999
22 H -2.86566 0.80931 1.11420  N7 0.998

Output
M = 117.27 g mol⁻¹
Kohn-Sham gap = 9.7 eV

Stability ranking, top and bottom: version iii is the most stable and version ii is the least stable.